Run w
Here is an isolated molecule of C3H4N2O from OMol25. Energies are from wB97M-V/def2-TZVPD.

## Properties
HOMO level, Eh: -0.362
Net charge: 0
Orbital gap, eV: 10.63
Structure (SMILES): OC1=NC=NC1

Element x y z (Å)
O -0.36 -1.80 0.94
C -0.19 -0.64 0.32
C 1.07 0.17 0.18
N 0.61 1.32 -0.60
C -0.64 1.09 -0.79
N -1.19 -0.09 -0.26
H 1.49 0.50 1.14
H 1.87 -0.36 -0.36
H -1.31 1.74 -1.33
H -1.31 -1.95 0.78

These are the natural (NBO) partial charges, in e, on atoms 1 to 5: -0.63 0.57 -0.36 -0.43 0.23

Run x
Here is an isolated molecule of C3H4N2O from OMol25. Energies are from wB97M-V/def2-TZVPD.

## Properties
HOMO level, Eh: -0.392
Net charge: 0
Orbital gap, eV: 10.65
Structure (SMILES): OC1N=CC=N1

Element x y z (Å)
O -0.36 1.68 1.31
C -0.24 0.88 0.19
N 1.06 0.25 0.04
C 0.79 -0.88 -0.50
C -0.67 -1.06 -0.62
N -1.29 -0.11 -0.04
H 0.53 2.00 1.54
H 1.55 -1.59 -0.82
H -1.18 -1.84 -1.18
H -0.44 1.43 -0.75

These are the natural (NBO) partial charges, in e, on atoms 1 to 5: -0.69 0.30 -0.39 0.03 0.00

Run y
Here is an isolated molecule of C3H4N2O from OMol25. Energies are from wB97M-V/def2-TZVPD.

## Properties
HOMO level (alpha / beta), Eh: -0.290 / -0.274
Net charge: 0
Orbital gap (alpha / beta), eV: 8.01 / 7.60

Element x y z (Å)
C 0.26 -0.78 -0.96
C -1.76 0.10 0.91
C 0.43 0.41 0.00
N 0.84 -1.39 -1.85
N -0.54 0.57 0.96
O -2.62 -0.04 1.70
H 1.30 0.41 0.65
H 0.53 1.12 -0.87
H 1.77 -1.38 -2.35
H -0.22 0.98 1.82

These are the natural (NBO) partial charges, in e, on atoms 1 to 5: 0.32 0.61 -0.31 -0.66 -0.66

Of them, the most stable is run w and the least stable is run y.

Run w
Here is an isolated molecule of C3H4N2O from OMol25. Energies are from wB97M-V/def2-TZVPD.

## Properties
HOMO level, Eh: -0.345
Net charge: 0
Orbital gap, eV: 10.13

Element x y z (Å)
N -1.48 1.08 1.13
C -0.61 0.45 0.47
O -0.96 -0.58 -0.31
C 0.22 -1.11 -0.94
C 1.41 -0.31 -0.50
N 0.83 0.56 0.31
H -1.16 1.85 1.71
H 1.32 1.28 0.82
H 0.09 -1.05 -2.03
H 0.33 -2.16 -0.66

These are the natural (NBO) partial charges, in e, on atoms 1 to 5: -0.70 0.66 -0.47 -0.22 0.13

Run x
Here is an isolated molecule of C3H4N2O from OMol25. Energies are from wB97M-V/def2-TZVPD.

## Properties
HOMO level (alpha / beta), Eh: -0.283 / -0.283
Net charge: 0
Orbital gap (alpha / beta), eV: 8.15 / 8.16

Element x y z (Å)
N 0.67 -0.73 -0.57
C 1.25 -0.30 0.54
O 0.71 0.59 1.25
C -0.96 0.82 0.25
C -0.72 -0.23 -0.70
N -1.68 -0.47 -1.43
H 1.05 -1.46 -1.15
H 2.20 -0.74 0.85
H -0.79 1.85 -0.06
H -1.72 0.67 1.01

These are the natural (NBO) partial charges, in e, on atoms 1 to 5: -0.61 0.53 -0.55 -0.05 0.15

Of them, the most stable is run w and the least stable is run x.

Run w
Here is an isolated molecule of C3H4N2O from OMol25. Energies are from wB97M-V/def2-TZVPD.

## Properties
HOMO level, Eh: -0.307
Net charge: 0
Orbital gap, eV: 9.01
Structure (SMILES): [H]/N=C/N1C=C1O

Element x y z (Å)
O 1.49 1.20 -0.73
C 0.41 0.41 -0.77
C -0.70 0.06 -1.28
N -0.11 -0.94 -0.36
C -0.41 -0.86 1.01
N 0.22 0.05 1.64
H 1.41 1.81 -1.48
H -1.35 -0.08 -2.11
H -1.04 -1.65 1.44
H 0.09 -0.02 2.63

These are the natural (NBO) partial charges, in e, on atoms 1 to 5: -0.62 0.48 -0.22 -0.46 0.26

Run x
Here is a structure of composition C3H4N2O from OMol25. Energies are from wB97M-V/def2-TZVPD.

## Properties
HOMO level, Eh: -0.321
Net charge: 0
Orbital gap, eV: 9.39

Element x y z (Å)
O 1.98 -0.49 -0.98
C 0.85 -0.29 -1.00
C -0.51 0.13 -1.16
N -0.17 1.11 -0.12
C -0.11 0.46 1.08
N -0.16 -0.83 1.17
H -0.67 0.59 -2.13
H -1.23 -0.65 -0.91
H 0.04 1.13 1.93
H -0.02 -1.16 2.12

These are the natural (NBO) partial charges, in e, on atoms 1 to 5: -0.39 0.88 -0.39 -0.57 0.24

Of them, the most stable is run x and the least stable is run w.